Record 1
A single C13H27FNO2P molecule. Source: the Open Molecules 2025 dataset; level of theory: ωB97M-V/def2-TZVPD.

Structure (ORCA input):
```
! RIJCOSX wB97M-V def2-TZVPD def2/J DEFGRID3
* xyz 0 1
C 3.34 -1.40 0.60
C 2.43 -2.24 1.09
C 0.98 -2.04 1.41
P -0.06 -0.74 0.60
F -0.56 -0.40 2.23
C 0.25 1.06 0.49
C 1.67 1.55 0.20
C 1.69 3.04 -0.19
C 1.74 3.97 1.04
C -1.82 -1.22 0.23
O -2.71 -1.05 1.31
C -4.07 -1.09 0.88
C -4.61 0.32 0.74
N 0.50 -1.16 -1.08
C 0.45 -2.60 -1.43
C -0.06 -0.44 -2.19
C 0.66 0.78 -2.73
O -1.03 -0.85 -2.79
H 3.19 -0.77 -0.27
H 4.33 -1.37 1.05
H 2.79 -3.24 1.37
H 0.44 -2.97 1.20
H 0.91 -1.90 2.48
H -0.42 1.50 -0.25
H -0.05 1.48 1.44
H 2.13 0.99 -0.60
H 2.32 1.41 1.07
H 2.59 3.22 -0.79
H 0.81 3.29 -0.79
H 1.48 3.45 1.96
H 2.73 4.42 1.14
H 1.06 4.81 0.91
H -1.84 -2.28 -0.03
H -2.16 -0.58 -0.58
H -4.62 -1.66 1.63
H -4.14 -1.63 -0.07
H -5.65 0.33 0.42
H -4.02 0.85 -0.01
H -4.49 0.85 1.68
H -0.54 -3.05 -1.36
H 0.74 -2.70 -2.48
H 1.16 -3.17 -0.85
H 1.74 0.71 -2.59
H 0.44 0.82 -3.79
H 0.28 1.70 -2.29
*
```

- E_LUMO: 0.8 eV
- HOMO energy: -8.94 eV
- Orbital gap: 9.7 eV
- Relative energy (zero: lowest compared OMol25 entry of this formula, charge and spin): 0.0000 eV
- Structure (SMILES): C=CCP(F)(CCCC)(COCC)N(C)C(C)=O
- E_tot: -1157.90790 Ha

These are the Mulliken partial charges, in e, on atoms 1 to 2: -0.731, -0.406


Record 2
A molecular structure, C13H27HfNO3Si. Source: the Open Molecules 2025 dataset; level of theory: ωB97M-V/def2-TZVPD.

Structure (ORCA input):
```
! RIJCOSX wB97M-V def2-TZVPD def2/J DEFGRID3
* xyz 4 1
C 2.00 2.11 1.06
C 2.77 1.98 -0.39
C 3.20 3.54 -0.82
C 1.84 1.40 -1.61
C 1.85 -0.26 -1.73
Si 0.18 -1.09 -1.23
C -0.63 -0.37 0.36
C -1.53 0.95 -0.11
C -2.70 1.19 1.01
C -4.22 0.86 0.47
O -4.47 1.29 -0.93
C -4.71 0.05 -1.71
O -3.82 -0.37 -2.63
C 0.29 -3.02 -1.01
C 1.13 -3.48 0.33
C 0.21 -3.55 1.70
N 0.61 -2.65 2.86
O -0.82 -4.39 1.82
H 2.00 1.13 1.70
H 2.62 2.91 1.69
H 0.91 2.56 0.99
H 3.72 1.32 -0.23
H 4.23 3.73 -0.29
H 3.30 3.66 -1.98
H 2.35 4.28 -0.45
H 2.33 1.79 -2.63
H 0.73 1.80 -1.62
H 2.76 -0.76 -1.18
H 2.00 -0.51 -2.89
H -0.77 -0.85 -2.33
H 0.17 -0.05 1.16
H -1.35 -1.18 0.84
H -0.86 1.93 -0.13
H -1.92 0.79 -1.21
H -2.47 0.45 1.91
H -2.59 2.28 1.48
H -4.97 1.45 1.15
H -4.44 -0.31 0.50
H -5.71 -0.57 -1.56
H 0.83 -3.53 -1.94
H -0.81 -3.46 -0.96
H 1.62 -4.56 0.22
H 2.03 -2.72 0.49
H -0.26 -2.31 3.35
H 1.17 -1.82 2.54
Hf 2.19 -1.63 3.95
*
```

- E_LUMO: -18.5 eV
- HOMO energy: -21.30 eV
- Orbital gap: 2.8 eV
- E_tot: -1127.13543 Ha

These are the Mulliken partial charges, in e, on atoms 1 to 2: -0.529, 0.311


Record 3
A molecular structure, C13H27MnN2O5. Source: the Open Molecules 2025 dataset; level of theory: ωB97M-V/def2-TZVPD.

Structure (ORCA input):
```
! RIJCOSX wB97M-V def2-TZVPD def2/J DEFGRID3
* xyz 1 6
C 4.77 -1.28 1.71
C 4.84 -0.19 0.68
O 4.45 -0.66 -0.61
C 3.07 -0.70 -0.80
C 2.64 0.47 -1.67
O 1.27 0.30 -2.03
C 0.42 1.33 -1.73
N -0.25 1.22 -0.39
O -0.06 -0.08 0.11
C -1.31 -0.66 0.52
C -2.36 -0.72 -0.57
C -3.19 0.59 -0.67
C -3.33 -1.90 -0.32
C -4.16 -1.70 0.95
C -2.65 -3.25 -0.36
C 0.31 2.19 0.55
N -0.33 3.49 0.34
C -0.05 1.81 1.99
O -1.17 2.02 2.48
O 0.86 1.24 2.72
H 5.34 -2.14 1.36
H 3.74 -1.60 1.85
H 5.18 -0.97 2.66
H 5.84 0.20 0.56
H 4.20 0.65 0.96
H 2.51 -0.65 0.12
H 2.76 -1.61 -1.30
H 3.27 0.52 -2.55
H 2.80 1.39 -1.10
H -0.36 1.33 -2.48
H 0.95 2.28 -1.79
H -1.03 -1.64 0.85
H -1.69 -0.14 1.39
H -1.87 -0.87 -1.53
H -3.27 1.03 0.32
H -4.17 0.40 -1.07
H -2.65 1.30 -1.29
H -4.02 -1.86 -1.16
H -4.42 -2.63 1.43
H -3.66 -1.08 1.69
H -5.08 -1.17 0.71
H -2.21 -3.44 -1.33
H -1.92 -3.40 0.42
H -3.41 -4.02 -0.22
H 1.39 2.32 0.47
H -1.30 3.28 0.15
H 0.13 3.93 -0.47
Mn -0.81 5.08 -1.56
*
```

- E_LUMO (spin up / spin down): -6.4 / -6.5 eV
- HOMO energy (spin up / spin down): -11.95 / -11.95 eV
- Orbital gap (spin up / spin down): 5.5 / 5.5 eV
- Relative energy (zero: lowest compared OMol25 entry of this formula, charge and spin): 0.0000 eV
- E_tot: -2147.67340 Ha

These are the Mulliken partial charges, in e, on atoms 1 to 2: -1.080, -0.067


Record 4
2 unconnected molecules or ions with the total composition C13H27N5O3P. Source: the Open Molecules 2025 dataset; level of theory: ωB97M-V/def2-TZVPD.

Structure (ORCA input):
```
! RIJCOSX wB97M-V def2-TZVPD def2/J DEFGRID3
* xyz 1 1
O -0.65 5.37 3.62
C 0.41 4.90 3.48
O 1.33 4.95 4.54
C 0.92 4.24 2.17
C 0.56 2.71 2.04
C 1.81 1.84 2.23
C 2.51 1.19 1.14
C 3.63 0.38 1.51
N 4.18 0.15 2.70
N 3.48 0.78 3.62
C 2.41 1.53 3.50
H 1.73 4.07 4.60
H 0.45 4.81 1.33
H 2.02 4.43 2.11
H -0.20 2.42 2.80
H 0.16 2.53 1.02
H 2.21 1.29 0.08
H 4.14 -0.15 0.68
H 3.85 0.64 4.57
H 1.94 1.94 4.41
O -0.97 0.17 -0.42
P -1.31 -1.20 -1.01
N 0.30 -1.53 -1.60
C 0.63 -2.36 -2.75
C 1.26 -1.78 -0.54
N -2.27 -0.52 -2.29
C -2.02 -0.76 -3.71
C -2.68 0.87 -2.14
N -1.84 -2.82 -1.48
C -3.31 -2.96 -1.69
C -1.57 -3.81 -0.39
H 0.42 -3.43 -2.59
H 1.70 -2.28 -2.98
H 0.13 -2.05 -3.65
H 1.17 -2.78 -0.10
H 1.15 -1.05 0.26
H 2.29 -1.70 -0.91
H -1.12 -0.24 -4.06
H -2.87 -0.40 -4.30
H -1.95 -1.82 -3.95
H -1.86 1.56 -2.36
H -3.05 1.07 -1.14
H -3.51 1.11 -2.82
H -3.87 -2.65 -0.80
H -3.56 -4.01 -1.90
H -3.68 -2.41 -2.54
H -2.05 -3.52 0.54
H -0.50 -3.93 -0.20
H -1.93 -4.80 -0.67
*
```

- E_LUMO: -5.2 eV
- HOMO energy: -10.63 eV
- Orbital gap: 5.4 eV
- E_tot: -1352.04245 Ha

These are the Mulliken partial charges, in e, on atoms 1 to 2: -0.424, 0.434


Which value of E_tot does entry 1 give? -1157.90790 Ha


E_tot of number 1 (C13H27FNO2P)? -1157.90790 Ha